Formula: C39H33Br9N6O12
Source: the OMol25 dataset
Level of theory: the ωB97M-V functional and the def2-TZVPD basis

**Strongest force on any atom**: 4.55 eV/Å
**Charge**: 0
**Energy relative to the best compared isomer or geometry (same formula, charge and spin)**: 21.8 kcal per mole

Positions of all 99 atoms, in Å:
C 3.510 1.661 0.052
C 3.393 3.055 -0.136
C 3.961 3.594 -1.267
C 4.649 2.767 -2.108
C 4.728 1.417 -1.914
C 4.128 0.808 -0.806
N 5.386 3.354 -3.248
O 5.486 4.546 -3.361
O 5.821 2.615 -4.215
H 2.923 1.340 0.900
H 2.854 3.758 0.483
H 3.661 4.600 -1.518
H 5.246 0.668 -2.495
H 4.109 -0.271 -0.758
C -2.591 -2.064 -1.810
C -3.943 -1.859 -1.934
C -4.438 -1.084 -2.985
C -3.580 -0.589 -3.951
C -2.178 -0.935 -3.823
C -1.659 -1.637 -2.733
N -4.090 0.133 -5.122
O -5.267 0.278 -5.333
O -3.303 0.487 -6.033
H -2.212 -2.664 -0.996
H -4.550 -2.257 -1.134
H -5.507 -0.956 -3.065
H -1.496 -0.479 -4.525
H -0.631 -1.942 -2.602
C 2.721 -0.711 5.831
C 4.001 -0.315 6.126
C 4.589 0.798 5.621
C 3.956 1.450 4.561
C 2.660 1.017 4.186
C 1.989 -0.042 4.887
N 4.564 2.606 3.931
O 5.485 3.167 4.519
O 4.129 3.002 2.871
H 2.430 -1.671 6.233
H 4.631 -0.883 6.795
H 5.591 1.037 5.946
H 2.135 1.383 3.316
H 1.088 -0.434 4.438
C -5.190 -1.116 1.533
C -5.774 -2.334 1.200
C -6.908 -2.349 0.378
C -7.333 -1.188 -0.300
C -6.696 0.008 0.013
C -5.639 0.067 0.880
N -8.371 -1.234 -1.365
O -9.338 -2.069 -1.321
O -8.237 -0.553 -2.348
H -4.282 -1.185 2.113
H -5.388 -3.202 1.714
H -7.366 -3.320 0.253
H -6.957 0.929 -0.487
H -5.042 0.920 1.166
C 1.132 5.160 -5.235
C 2.240 4.389 -4.842
C 2.085 3.127 -4.315
C 0.839 2.697 -4.075
C -0.314 3.434 -4.508
C -0.183 4.640 -5.151
N 0.724 1.336 -3.473
O -0.308 1.009 -2.953
O 1.622 0.520 -3.593
H 1.283 6.084 -5.773
H 3.243 4.750 -5.019
H 2.965 2.586 -3.999
H -1.278 3.009 -4.269
H -1.052 5.183 -5.493
C 1.191 -2.674 -0.173
C 1.195 -1.326 -0.478
C 0.522 -0.403 0.417
C -0.226 -0.887 1.503
C -0.277 -2.254 1.746
C 0.432 -3.160 0.922
N -0.955 0.064 2.415
O -1.997 -0.368 2.928
O -0.668 1.269 2.472
H 1.716 -3.332 -0.850
H 1.756 -0.974 -1.331
H 0.563 0.667 0.278
H -0.739 -2.704 2.612
H 0.449 -4.217 1.141
C -2.441 3.195 4.630
Br -3.581 2.169 3.333
Br -1.780 2.118 6.081
Br -3.449 4.748 5.423
H -1.609 3.597 4.052
C 0.939 -7.811 0.590
Br -0.393 -6.937 1.718
Br 1.268 -6.784 -1.078
Br 0.456 -9.726 0.220
H 1.931 -7.841 1.041
C 4.244 -3.396 3.218
Br 5.151 -3.489 4.950
Br 4.232 -1.509 2.681
Br 2.352 -4.055 3.411
H 4.860 -4.026 2.576

Mulliken population analysis, charges in e, atoms 1 to 5: -0.01, -0.95, 0.01, -0.74, 0.05


Formula: C5H11EuO4
Source: the OMol25 dataset
Level of theory: the ωB97M-V functional and the def2-TZVPD basis

**2S+1**: 9
**Strongest force on any atom**: 3.47 eV/Å
**<S²>**: 20.0123
**Charge**: 0
**Energy relative to the best compared isomer or geometry (same formula, charge and spin)**: 18.7 kcal per mole

Positions of all 21 atoms, in Å:
C -3.069 1.644 -1.814
O -2.818 0.766 -0.758
H -3.968 1.276 -2.332
H -3.249 2.673 -1.464
H -2.237 1.645 -2.541
O 3.877 -1.151 1.555
C 3.570 -2.425 1.587
C 1.432 -2.091 -0.371
O 0.860 -1.361 0.563
C -1.349 0.611 -0.172
C -0.858 1.848 0.582
O 0.453 1.822 1.017
Eu 2.174 0.375 1.490
H 3.175 -2.808 2.546
H 4.222 -3.123 1.035
H 1.134 -3.151 -0.418
H 1.561 -1.596 -1.350
H -1.593 -0.158 0.579
H -0.740 0.504 -1.091
H -1.556 1.977 1.437
H -1.021 2.724 -0.079

Mulliken population analysis, charges in e, atoms 1 to 5: -0.65, -0.43, 0.24, 0.24, 0.28


Formula: C19H43BN2O2
Source: the OMol25 dataset
Level of theory: the ωB97M-V functional and the def2-TZVPD basis

**Strongest force on any atom**: 2.82 eV/Å
**Electronic energy**: -1034.3000 a.u.
**Charge**: 0

Positions of all 67 atoms, in Å:
B 3.369 0.247 0.959
C 3.384 -0.326 -0.604
C 2.061 0.084 -1.480
C 1.828 1.695 -1.677
C 0.187 1.939 -1.631
C -0.401 2.165 -0.105
C -1.951 2.744 -0.219
C -3.083 1.760 0.447
C -4.128 1.160 -0.713
C -4.113 -0.487 -0.727
C -3.293 -1.130 -2.005
C -2.635 -2.619 -1.644
C -1.128 -2.356 -1.016
C -1.085 -2.664 0.628
H 2.498 -0.027 1.731
H 4.277 0.968 1.261
H 4.415 -0.108 -1.161
H 3.353 -1.515 -0.495
H 1.103 -0.443 -1.057
H 2.220 -0.365 -2.574
H 2.151 1.990 -2.788
H 2.430 2.381 -0.945
H -0.156 2.796 -2.364
H -0.343 0.947 -2.032
H 0.312 2.867 0.516
H -0.483 1.151 0.514
H -2.178 3.025 -1.350
H -1.975 3.761 0.391
H -3.769 2.322 1.245
H -2.647 0.813 0.997
H -5.212 1.568 -0.430
H -3.880 1.588 -1.796
H -5.252 -0.820 -0.830
H -3.681 -0.967 0.249
H -2.477 -0.378 -2.430
H -4.042 -1.317 -2.910
H -3.261 -3.194 -0.815
H -2.631 -3.307 -2.607
H -0.947 -1.186 -1.105
H -0.323 -2.980 -1.606
H 0.001 -2.475 1.070
H -1.820 -1.853 1.102
H -1.440 -3.764 0.845
C 6.276 -1.213 -2.842
O 5.082 -1.178 -3.111
N 7.077 -2.333 -2.910
C 8.486 -2.292 -2.575
C 6.495 -3.590 -3.330
H 6.819 -0.312 -2.512
H 9.066 -2.599 -3.450
H 8.672 -2.985 -1.749
H 8.791 -1.286 -2.276
H 6.078 -3.472 -4.335
H 5.686 -3.855 -2.642
H 7.248 -4.383 -3.335
C -4.923 2.197 6.718
O -5.779 1.411 7.103
N -4.307 2.167 5.484
C -3.301 3.136 5.103
C -4.677 1.135 4.539
H -4.568 3.022 7.358
H -3.645 3.672 4.214
H -2.370 2.608 4.877
H -3.120 3.854 5.908
H -5.748 1.214 4.326
H -4.479 0.156 4.986
H -4.108 1.238 3.611

natural (NBO) population analysis, charges in e, atoms 1 to 5: 0.49, -0.79, -0.41, -0.42, -0.41


Formula: C25H27BN2O4ReS6Sb
Source: the OMol25 dataset
Level of theory: the ωB97M-V functional and the def2-TZVPD basis

**Strongest force on any atom**: 2.66 eV/Å
**Charge**: +2
**Energy relative to the best compared isomer or geometry (same formula, charge and spin)**: 130.7 kcal per mole

Positions of all 67 atoms, in Å:
Re 0.211 0.543 -0.198
C -0.169 -1.351 5.270
C 0.259 0.090 5.037
N 1.509 0.183 4.238
C 2.780 0.000 4.995
C 3.392 -1.381 4.802
C 1.557 0.325 2.938
S -0.055 0.383 2.149
N 2.763 0.401 2.370
C 3.013 0.350 1.102
O 2.087 0.219 0.157
C 4.377 0.406 0.604
C 5.442 0.290 1.500
C 6.740 0.341 1.028
C 6.978 0.515 -0.332
C 5.919 0.626 -1.229
C 4.617 0.568 -0.766
H -1.130 -1.360 5.784
H 0.548 -1.888 5.891
H -0.275 -1.883 4.320
H 0.467 0.596 5.976
H -0.526 0.652 4.545
H 2.536 0.172 6.039
H 3.468 0.774 4.671
H 2.753 -2.165 5.205
H 4.345 -1.416 5.332
H 3.575 -1.587 3.746
H 5.241 0.150 2.554
H 7.571 0.250 1.716
H 7.998 0.566 -0.695
H 6.114 0.765 -2.284
H 3.788 0.659 -1.456
S 1.913 3.246 -3.272
Sb -0.208 2.875 -2.814
S -0.111 0.249 -2.334
S -0.228 2.691 -0.204
S -2.287 3.331 -3.363
O -2.598 -0.384 1.039
B -1.994 0.193 -0.050
O -2.887 0.581 -1.015
C -4.140 0.243 -0.485
C -5.376 0.410 -1.056
C -6.458 -0.044 -0.304
C -6.284 -0.624 0.949
C -5.018 -0.784 1.506
C -3.970 -0.335 0.745
H -5.501 0.862 -2.032
H -7.458 0.054 -0.706
H -7.151 -0.959 1.502
H -4.871 -1.232 2.480
C -0.687 -3.348 -0.156
S 0.544 -2.126 0.183
O 0.910 -2.228 1.620
C 1.927 -2.678 -0.772
C 1.931 -2.580 -2.161
C 3.071 -2.971 -2.847
C 4.179 -3.435 -2.144
C 4.152 -3.527 -0.759
C 3.018 -3.142 -0.054
H -0.268 -4.277 0.230
H -0.870 -3.404 -1.231
H -1.592 -3.061 0.382
H 1.059 -2.239 -2.708
H 3.094 -2.919 -3.928
H 5.068 -3.736 -2.684
H 5.014 -3.897 -0.221
H 2.974 -3.202 1.026

natural (NBO) population analysis, charges in e, atoms 1 to 5: 0.43, -0.63, -0.22, -0.30, -0.22


Formula: C24H69N3O12
Source: the OMol25 dataset
Level of theory: the ωB97M-V functional and the def2-TZVPD basis

**Strongest force on any atom**: 3.39 eV/Å
**Charge**: 0
**Energy relative to the best compared isomer or geometry (same formula, charge and spin)**: 25.8 kcal per mole

Positions of all 108 atoms, in Å:
C 8.006 11.488 14.211
O 9.354 11.714 13.851
H 7.971 10.508 14.687
H 7.762 12.253 14.948
H 7.249 11.542 13.428
H 9.648 12.607 14.048
C 5.796 10.094 17.087
O 6.833 9.386 17.705
H 6.132 10.351 16.083
H 4.912 9.457 17.076
H 5.561 10.992 17.658
H 6.841 8.484 17.377
C 14.298 7.486 19.229
O 12.918 7.536 18.886
H 14.708 7.422 18.221
H 14.692 8.379 19.713
H 14.735 6.625 19.735
H 12.704 8.406 18.539
C 10.222 8.874 16.054
O 10.716 10.197 15.973
H 9.180 8.888 15.735
H 10.870 8.253 15.436
H 10.223 8.477 17.069
H 10.419 10.607 15.157
C 13.602 10.873 17.353
O 12.615 9.977 17.948
H 14.226 10.323 16.649
H 12.963 11.593 16.842
H 14.200 11.353 18.128
H 11.858 9.821 17.379
C 13.030 9.303 13.666
O 14.191 9.612 12.898
H 12.142 9.708 13.181
H 12.933 8.220 13.591
H 13.075 9.670 14.691
H 14.544 10.481 13.102
C 7.630 18.133 10.201
O 7.558 17.233 11.286
C 7.226 17.947 12.475
C 7.224 16.841 13.526
N 8.608 16.321 13.718
C 8.648 15.445 14.914
C 10.077 15.029 15.289
O 10.709 14.311 14.237
C 11.921 13.801 14.641
H 8.450 18.839 10.332
H 6.696 18.672 10.045
H 7.862 17.590 9.285
H 6.205 18.325 12.440
H 7.953 18.708 12.756
H 6.554 16.077 13.131
H 6.954 17.257 14.497
H 8.864 15.808 12.887
H 7.981 14.586 14.851
H 8.234 15.950 15.787
H 10.041 14.453 16.213
H 10.662 15.895 15.597
H 11.806 13.085 15.455
H 12.584 14.638 14.857
H 12.327 13.269 13.781
C 9.629 11.902 18.049
O 9.071 13.040 18.630
C 7.769 13.276 18.223
C 7.188 14.536 18.910
N 7.829 15.743 18.398
C 7.281 16.984 19.017
C 8.036 18.111 18.327
O 9.376 18.004 18.740
C 10.241 18.896 17.986
H 10.649 11.741 18.400
H 9.618 11.998 16.963
H 9.040 11.028 18.327
H 7.152 12.426 18.516
H 7.775 13.335 17.135
H 7.430 14.519 19.972
H 6.127 14.557 18.658
H 8.832 15.757 18.521
H 7.569 16.992 20.068
H 6.204 17.001 18.853
H 7.534 19.055 18.541
H 7.826 18.050 17.260
H 9.770 19.874 18.083
H 10.446 18.609 16.955
H 11.186 19.091 18.493
C 9.483 13.443 27.271
O 9.912 12.124 27.084
C 8.850 11.255 26.614
C 9.596 10.009 26.027
N 10.097 10.176 24.644
C 10.483 8.868 24.029
C 10.929 8.940 22.571
O 9.830 9.012 21.669
C 10.266 9.129 20.293
H 9.404 13.993 26.333
H 10.297 13.873 27.855
H 8.563 13.539 27.848
H 8.166 11.664 25.870
H 8.370 10.897 27.525
H 8.925 9.151 25.981
H 10.430 9.655 26.633
H 9.369 10.580 24.073
H 9.751 8.083 24.219
H 11.314 8.399 24.556
H 11.537 8.068 22.329
H 11.595 9.799 22.482
H 10.813 10.050 20.094
H 9.354 9.086 19.697
H 10.747 8.223 19.923

Mulliken population analysis, charges in e, atoms 1 to 5: -0.20, -0.59, 0.10, -0.09, 0.34


Formula: C4H8N2
Source: the OMol25 dataset
Level of theory: the ωB97M-V functional and the def2-TZVPD basis

**2S+1**: 3
**Strongest force on any atom**: 6.09 eV/Å
**<S²>**: 2.0074
**Charge**: +2
**Energy relative to the best compared isomer or geometry (same formula, charge and spin)**: 90.3 kcal per mole

Positions of all 14 atoms, in Å:
C 2.008 -0.659 0.272
C 0.409 -0.038 -0.736
C -1.742 0.467 -1.632
C 0.187 0.118 1.937
N 1.571 -0.464 -1.115
N 0.815 -0.256 0.719
H 2.901 -1.186 0.617
H -2.337 -0.339 -1.253
H -1.190 0.604 -2.531
H -2.129 1.252 -0.999
H 0.217 1.214 1.956
H 0.720 -0.289 2.767
H -0.864 -0.263 1.881
H 2.005 -0.373 -2.139

natural (NBO) population analysis, charges in e, atoms 1 to 5: 0.26, 0.33, -0.08, -0.45, -0.43


Formula: C21H30MnN6O2PSe3Te
Source: the OMol25 dataset
Level of theory: the ωB97M-V functional and the def2-TZVPD basis

**2S+1**: 2
**Strongest force on any atom**: 0.62 eV/Å
**<S²>**: 0.8500
**Charge**: +1
**Energy relative to the best compared isomer or geometry (same formula, charge and spin)**: 0.0 kcal per mole

Positions of all 65 atoms, in Å:
Mn -0.635 -0.188 -0.052
C -2.132 -0.803 2.548
C -2.846 0.471 2.127
C -1.941 1.653 1.887
C -2.170 2.848 2.552
C -1.393 3.957 2.266
C -0.407 3.844 1.305
C -0.217 2.619 0.694
N -0.947 1.535 0.988
N -1.427 -1.503 1.445
C -0.307 -2.280 2.010
C 0.806 -1.342 2.377
C 1.462 -1.358 3.594
C 2.444 -0.406 3.833
C 2.726 0.528 2.849
C 2.017 0.477 1.660
N 1.081 -0.446 1.421
C -2.319 -2.419 0.722
C -1.677 -2.847 -0.568
C -2.066 -4.002 -1.226
C -1.554 -4.264 -2.485
C -0.685 -3.346 -3.054
C -0.335 -2.226 -2.325
N -0.782 -1.990 -1.087
H -2.841 -1.499 3.011
H -1.389 -0.552 3.308
H -3.544 0.733 2.922
H -3.437 0.292 1.224
H -2.974 2.908 3.273
H -1.569 4.897 2.773
H 0.203 4.688 1.013
H 0.533 2.484 -0.071
H 0.047 -2.972 1.244
H -0.637 -2.872 2.870
H 1.197 -2.090 4.345
H 2.969 -0.387 4.779
H 3.470 1.297 2.999
H 2.199 1.191 0.863
H -3.236 -1.880 0.473
H -2.584 -3.289 1.335
H -2.780 -4.669 -0.763
H -1.851 -5.153 -3.024
H -0.302 -3.482 -4.056
H 0.283 -1.446 -2.743
Se -1.181 5.161 -2.159
Se -2.914 3.835 -2.979
Te -3.744 2.377 -1.148
Se -2.577 0.204 -1.549
N 3.384 -1.139 -0.899
C 2.934 -0.889 -2.313
P 2.134 0.783 -2.077
O 3.255 1.537 -1.438
O 0.936 0.488 -1.210
C 1.755 1.398 -3.733
N 1.702 2.851 -3.660
H 3.913 -0.297 -0.620
H 3.942 -1.981 -0.779
H 2.558 -1.169 -0.286
H 2.302 -1.713 -2.632
H 3.822 -0.822 -2.937
H 0.790 1.002 -4.058
H 2.533 1.002 -4.403
H 2.590 3.213 -3.329
H -0.108 4.204 -2.470
H 1.523 3.249 -4.574

natural (NBO) population analysis, charges in e, atoms 1 to 5: 0.83, -0.21, -0.46, 0.24, -0.23


Formula: C3H5FNO3
Source: the OMol25 dataset
Level of theory: the ωB97M-V functional and the def2-TZVPD basis

**Strongest force on any atom**: 4.38 eV/Å
**Charge**: +1
**Energy relative to the best compared isomer or geometry (same formula, charge and spin)**: 60.9 kcal per mole

Positions of all 13 atoms, in Å:
C 0.159 0.474 1.730
C 0.534 -0.146 -0.862
C 0.076 -1.240 0.065
N -0.584 0.815 -1.108
O -0.071 0.748 2.874
O 0.960 0.962 0.875
O -0.576 -0.704 1.133
F 1.290 -1.904 0.388
H 1.439 -0.032 -1.499
H -0.533 -2.053 -0.247
H -0.333 1.774 -1.382
H -1.107 0.819 -0.119
H -1.253 0.486 -1.848

natural (NBO) population analysis, charges in e, atoms 1 to 5: 0.92, 0.32, 0.34, -0.77, -0.47


Formula: C6H9N
Source: the OMol25 dataset
Level of theory: the ωB97M-V functional and the def2-TZVPD basis

**Strongest force on any atom**: 1.06 eV/Å
**Charge**: 0
**Energy relative to the best compared isomer or geometry (same formula, charge and spin)**: 47.9 kcal per mole

Positions of all 16 atoms, in Å:
C -1.346 0.307 0.957
C -0.471 1.290 0.222
C 1.246 -1.707 0.153
C 0.996 -2.056 -1.104
C 0.003 1.135 -1.015
C -0.280 2.558 0.884
N -0.231 3.595 1.398
H -2.376 0.678 0.942
H -1.048 0.211 2.007
H -1.314 -0.679 0.489
H 0.769 -2.208 0.991
H 1.923 -0.892 0.398
H 1.488 -1.564 -1.941
H 0.286 -2.841 -1.353
H 0.607 1.901 -1.492
H -0.217 0.237 -1.582

natural (NBO) population analysis, charges in e, atoms 1 to 5: -0.63, -0.13, -0.38, -0.40, -0.31